94
Properties=species:S:1:pos:R:3:forces:R:3 method="wB97M-V/def2-TZVPD" smiles="C#CCO[P@@](=O)(OCCO)ON=C=S.O=C1CCCO1.O=C1CCCO1.O=C1CCCO1.O=C1CCCO1.O=C1CCCO1.O=C1CCCO1" orbital_gap_ev=7.69
C 8.618 1.043 0.718 -6.1 2.6 -7.7
C 7.706 1.246 -0.361 6.3 -0.2 7.2
C 6.685 1.850 -1.541 1.0 -1.0 1.0
O 5.819 2.882 -0.891 -2.7 -2.9 0.1
P 4.128 2.362 -0.983 -0.2 0.8 -5.6
O 3.699 2.647 -2.508 1.4 -1.6 6.0
O 3.883 0.706 -0.491 0.0 3.8 -0.9
C 2.522 0.246 -0.834 -2.5 -0.9 0.4
C 1.478 0.524 0.428 1.4 -1.0 0.2
O 0.095 0.203 0.036 1.7 -0.8 -0.8
O 3.248 3.523 0.026 3.4 -4.2 -0.1
N 2.335 4.059 -0.823 -1.2 9.1 1.8
C 2.331 5.413 -0.470 -2.6 -1.1 -2.7
S 1.874 7.077 -0.411 1.7 -5.5 0.0
H 9.459 1.205 1.550 -2.5 -0.8 -2.4
H 6.026 0.980 -1.967 1.5 1.6 0.7
H 7.325 2.379 -2.385 -1.4 -1.2 2.0
H 2.077 0.726 -1.805 1.2 -0.8 1.7
H 2.544 -0.937 -0.960 0.5 2.7 0.1
H 1.582 1.637 0.821 -0.6 -2.4 -0.9
H 1.819 -0.233 1.285 -0.7 1.9 -1.7
H 0.100 -0.665 -0.491 0.0 1.9 1.2
O -2.337 -1.095 -2.007 -1.4 0.5 0.7
C -3.198 -0.315 -1.636 1.2 -0.9 -0.8
C -3.101 1.179 -1.697 0.1 0.2 0.5
C -4.219 1.607 -0.780 -0.2 0.7 0.4
C -5.206 0.476 -0.913 -0.6 0.3 0.2
O -4.415 -0.689 -1.141 0.8 -0.5 -0.3
H -3.272 1.507 -2.727 0.2 -0.1 0.0
H -2.131 1.527 -1.336 -0.1 -0.3 -0.4
H -4.645 2.582 -1.033 0.0 -0.2 0.1
H -3.849 1.657 0.251 -0.1 0.1 -0.2
H -5.882 0.612 -1.764 0.0 -0.1 0.0
H -5.801 0.346 -0.004 0.1 -0.2 -0.2
O 0.939 0.153 3.598 0.2 2.0 0.1
C 0.851 1.337 3.877 0.3 -2.1 -0.2
C -0.095 1.925 4.880 -0.5 0.2 0.0
C -0.052 3.392 4.533 -0.7 0.6 0.2
C 1.336 3.558 3.973 0.2 0.7 0.0
O 1.640 2.315 3.343 -0.2 -0.8 -0.1
H 0.287 1.734 5.887 0.0 -0.1 -0.1
H -1.100 1.514 4.762 0.2 -0.2 0.2
H -0.256 4.048 5.383 0.1 0.0 -0.2
H -0.795 3.606 3.754 0.1 0.0 0.1
H 2.080 3.744 4.755 0.0 0.0 -0.1
H 1.385 4.366 3.238 0.2 -0.3 0.0
O -3.605 0.877 5.107 -0.4 -1.4 1.2
C -3.598 -0.135 5.788 0.1 1.8 -1.0
C -2.520 -1.177 5.785 0.1 -0.5 -0.2
C -3.197 -2.334 6.475 0.3 -0.9 0.0
C -4.178 -1.646 7.387 -0.3 -0.4 0.6
O -4.562 -0.456 6.700 0.2 0.5 -0.7
H -1.664 -0.807 6.355 0.0 0.1 -0.2
H -2.224 -1.435 4.765 0.2 0.4 0.2
H -2.504 -2.993 7.005 -0.2 0.1 0.0
H -3.738 -2.937 5.735 0.1 0.1 0.2
H -3.728 -1.366 8.346 0.0 0.0 -0.1
H -5.061 -2.263 7.577 0.0 0.3 0.0
O -2.946 4.198 -0.240 1.2 0.1 -1.6
C -2.267 4.527 -1.199 -0.8 -0.5 1.8
C -1.987 5.937 -1.623 -0.2 0.4 -0.4
C -1.466 5.748 -3.025 0.0 0.7 -0.6
C -0.835 4.382 -2.962 0.7 -0.1 -0.6
O -1.616 3.650 -2.018 -0.6 0.4 0.7
H -1.229 6.365 -0.962 -0.1 0.0 0.1
H -2.898 6.540 -1.611 0.2 -0.1 0.4
H -0.770 6.529 -3.343 0.0 -0.2 0.0
H -2.306 5.736 -3.731 0.2 0.0 0.1
H 0.200 4.418 -2.606 -0.1 -0.1 0.0
H -0.859 3.876 -3.931 0.0 -0.1 0.3
O 4.056 -2.438 -2.594 -0.7 -1.2 1.3
C 3.580 -3.448 -2.104 1.1 1.5 -0.9
C 2.931 -4.563 -2.868 -0.5 -0.2 -0.1
C 2.204 -5.311 -1.780 -0.5 -0.7 -0.1
C 3.058 -5.045 -0.568 -0.2 -0.5 0.5
O 3.603 -3.742 -0.770 0.2 0.8 -0.6
H 3.708 -5.175 -3.334 0.0 0.2 -0.1
H 2.240 -4.175 -3.620 0.4 0.0 -0.1
H 2.077 -6.376 -1.992 -0.1 0.3 0.1
H 1.208 -4.874 -1.636 0.2 -0.2 0.0
H 3.884 -5.759 -0.477 0.0 0.1 0.0
H 2.472 -5.061 0.355 0.3 0.2 -0.1
O -0.231 -6.964 -2.548 -0.4 0.7 -1.8
C -0.747 -6.391 -3.494 0.8 -0.8 1.7
C -2.163 -5.904 -3.548 -0.4 -0.1 -0.2
C -2.357 -5.657 -5.022 -0.8 0.1 -0.4
C -0.966 -5.311 -5.485 0.0 0.4 -0.7
O -0.092 -6.065 -4.647 0.1 -0.5 0.8
H -2.246 -4.981 -2.966 0.0 -0.1 0.1
H -2.855 -6.661 -3.173 0.2 0.2 0.3
H -3.090 -4.876 -5.243 0.2 -0.1 0.0
H -2.691 -6.582 -5.509 0.1 0.2 0.0
H -0.738 -4.247 -5.359 0.0 -0.1 0.0
H -0.803 -5.587 -6.531 0.2 0.0 0.2


12
Properties=species:S:1:pos:R:3:forces:R:3 method="wB97M-V/def2-TZVPD" multiplicity=2 relative_energy_ev=1.473 s2=0.755 total_charge=+1 orbital_gap_ev="9.53 / 4.83"
C 1.536 -0.026 -1.607 -0.1 0.2 0.1
O 0.495 0.884 -1.216 -0.2 -0.3 0.6
H 2.120 -0.278 -0.722 0.0 -0.1 0.0
H 2.193 0.469 -2.309 0.1 0.0 -0.2
H 1.131 -0.932 -2.052 0.1 -0.1 0.0
H -0.330 0.625 -1.636 0.1 0.2 -0.3
C -1.581 0.070 1.983 -0.3 0.3 0.6
N -0.684 -0.402 1.198 0.0 0.2 -0.1
O -2.793 -0.294 1.995 0.0 0.0 0.2
H -1.314 0.839 2.730 -0.2 -0.1 -0.1
H -0.963 -1.068 0.489 0.4 -0.1 -0.2
H 0.190 0.113 1.146 0.2 -0.3 -0.4


80
Properties=species:S:1:pos:R:3:forces:R:3 method="wB97M-V/def2-TZVPD" multiplicity=3 relative_energy_ev=0.000 s2=2.026 total_charge=+1 orbital_gap_ev="5.91 / 5.72"
Re 8.787 12.629 9.346 9.5 2.3 1.3
S 7.897 13.211 5.053 -0.2 -0.6 0.9
Sb 7.268 13.556 7.165 -0.5 3.4 -3.4
S 6.916 11.873 8.753 -4.2 -3.5 -0.4
S 9.788 10.570 9.363 0.4 0.2 -0.3
C 6.166 13.580 11.614 1.1 -2.0 -1.8
C 7.356 12.650 11.947 1.0 0.6 0.1
O 8.550 12.842 11.298 -3.2 -0.6 2.8
N 7.049 11.732 12.870 0.6 -1.8 0.0
C 7.440 10.736 14.108 3.2 0.3 -2.6
C 6.251 10.763 14.941 -5.5 -0.7 0.6
C 5.747 9.746 15.862 2.3 -0.9 -0.3
C 4.610 9.863 16.628 -0.1 0.9 -2.4
C 3.766 10.927 16.305 -0.3 1.1 1.2
C 4.284 11.939 15.564 3.6 -1.8 -2.9
N 5.402 11.776 14.659 -0.4 0.0 4.1
H 6.345 14.641 11.618 0.9 0.3 -0.2
H 5.358 13.426 12.285 -0.7 -0.5 0.5
H 5.955 13.198 10.575 -0.5 1.0 0.9
H 6.048 11.475 12.846 0.5 1.6 0.0
H 8.295 11.135 14.685 -0.4 0.4 -0.5
H 7.867 9.763 13.716 -1.1 0.9 0.3
H 6.232 8.754 15.944 0.4 1.0 0.1
H 4.374 9.153 17.369 -0.4 -1.0 0.5
H 2.786 11.141 16.719 0.3 -0.3 0.6
H 4.146 12.956 15.705 -1.7 1.8 -0.4
O 9.760 13.966 8.554 -3.1 -3.4 1.5
P 12.343 9.637 9.254 -0.1 2.3 -1.8
C 13.240 11.094 10.286 1.0 -1.7 0.7
C 12.742 12.534 10.049 0.9 -0.2 0.7
C 13.930 13.484 9.701 0.0 0.2 1.2
C 15.062 13.248 10.837 -0.7 1.1 -0.5
C 15.759 11.873 10.785 -1.2 0.3 0.4
C 14.844 10.887 10.041 -1.3 -1.2 0.0
C 11.454 11.942 4.873 -0.7 -0.4 -0.8
C 10.859 10.768 4.659 1.4 -0.6 0.1
C 11.715 9.500 4.612 0.0 -0.5 1.2
C 13.194 9.798 4.295 -0.5 -0.3 -1.0
C 13.771 10.812 5.299 0.6 0.9 -3.0
C 12.957 12.096 4.956 0.4 0.4 0.9
C 12.248 7.963 10.028 0.8 1.1 0.9
C 12.339 6.663 9.224 -0.1 -0.6 -1.7
C 12.902 5.372 9.918 0.2 -0.2 -1.0
C 12.591 5.468 11.385 -1.3 -0.6 1.1
C 12.867 6.808 12.069 1.3 1.3 -0.4
C 13.382 7.915 11.063 -2.7 0.0 2.3
H 13.061 10.883 11.350 0.2 -0.1 -0.2
H 12.336 12.805 11.042 0.1 0.3 -0.5
H 11.915 12.572 9.375 -0.3 0.2 -0.8
H 13.584 14.534 9.847 0.2 -0.7 -0.2
H 14.215 13.408 8.635 0.3 -0.2 0.6
H 14.446 13.402 11.781 1.1 -0.2 -0.9
H 15.852 14.037 10.776 -0.9 -0.4 0.2
H 15.970 11.473 11.806 -0.3 0.4 -0.7
H 16.725 11.949 10.290 0.0 0.0 -0.2
H 15.087 9.921 10.517 -0.2 0.0 -0.9
H 14.999 10.838 8.937 0.2 0.1 0.8
H 10.834 12.848 4.845 0.4 -0.2 0.1
H 9.812 10.611 4.430 -0.1 0.4 0.3
H 2.858 11.292 13.412 -1.0 -0.9 -3.0
H 11.242 8.805 3.923 0.2 -0.1 -0.4
H 11.652 8.969 5.597 0.0 0.4 -0.5
H 13.129 10.191 3.251 0.4 0.5 0.8
H 13.866 8.953 4.106 -0.5 -0.4 0.7
H 14.869 10.963 5.015 -1.4 0.1 0.6
H 13.742 10.495 6.318 -0.4 -0.3 0.7
H 13.352 12.436 3.975 -0.3 0.1 0.6
H 13.098 12.889 5.698 0.5 0.1 -0.2
H 11.231 8.069 10.474 0.6 -0.4 0.4
H 12.877 6.724 8.254 -0.3 0.5 0.5
H 11.320 6.422 8.984 -0.6 -0.2 -0.5
H 13.935 5.146 9.582 -0.3 0.5 0.6
H 12.306 4.512 9.496 0.6 0.8 0.4
H 12.898 4.629 12.057 -0.1 0.5 -0.9
H 11.480 5.438 11.292 0.5 -0.4 0.7
H 13.505 6.812 12.965 0.1 -0.5 -0.4
H 11.921 7.213 12.410 -0.2 0.1 0.3
H 14.323 7.761 10.603 0.9 -0.4 -0.4
H 13.388 8.871 11.616 0.4 -0.5 -0.1
H 2.582 11.044 12.619 1.0 0.9 2.9


56
Properties=species:S:1:pos:R:3:forces:R:3 method="wB97M-V/def2-TZVPD" relative_energy_ev=3.878 smiles="O=[N+]([O-])c1cc(S(=O)(=O)NC2=NCCCCC2)ccc1NCC1CCCCC1" orbital_gap_ev=8.01
O -1.200 2.396 1.253 0.0 0.1 0.2
N -1.277 2.152 0.067 -0.5 0.4 0.4
O -2.145 2.648 -0.653 -0.1 0.1 0.0
C -0.346 1.246 -0.502 1.0 -1.0 -0.3
C 0.643 0.749 0.352 -0.4 0.3 -0.1
C 1.544 -0.176 -0.099 0.5 -0.2 0.4
S 2.833 -0.792 0.970 -0.1 -0.1 0.1
O 3.670 0.276 1.413 -0.3 0.1 0.0
O 3.449 -1.918 0.326 -0.3 -0.1 -0.1
N 2.012 -1.475 2.282 0.6 -0.2 -0.8
C 1.669 -0.734 3.404 -0.2 0.5 0.5
N 1.382 0.475 3.199 0.0 -0.3 -0.1
C 1.071 1.454 4.202 0.2 0.3 0.3
C 1.726 1.247 5.569 -0.2 0.0 0.0
C 1.006 0.217 6.440 0.0 0.0 -0.1
C 0.575 -1.025 5.660 0.1 0.0 0.1
C 1.653 -1.526 4.697 -0.2 0.1 0.0
C 1.490 -0.633 -1.414 0.0 0.0 0.0
C 0.542 -0.143 -2.273 0.0 0.0 0.0
C -0.405 0.829 -1.865 0.0 0.2 0.3
N -1.297 1.344 -2.721 -0.5 0.5 0.0
C -1.509 0.932 -4.085 0.0 -0.6 -0.1
C -2.335 -0.361 -4.196 0.0 0.5 -0.3
C -2.415 -0.815 -5.653 0.1 -0.3 0.3
C -3.232 -2.098 -5.775 -0.2 0.2 -0.2
C -4.634 -1.895 -5.211 0.1 -0.3 0.2
C -4.560 -1.443 -3.756 -0.2 0.2 -0.2
C -3.744 -0.159 -3.636 0.2 -0.4 0.2
H 0.697 1.072 1.385 -0.1 0.0 -0.1
H 2.261 -2.442 2.417 0.1 -0.1 -0.1
H -0.018 1.522 4.297 0.0 0.1 0.0
H 1.414 2.404 3.778 -0.1 0.0 0.2
H 1.748 2.202 6.096 0.1 0.0 0.0
H 2.761 0.945 5.398 0.1 0.1 0.0
H 0.119 0.673 6.885 0.0 0.0 0.1
H 1.670 -0.077 7.257 -0.1 0.0 0.1
H 0.327 -1.819 6.368 -0.1 0.0 -0.1
H -0.327 -0.808 5.084 0.0 0.0 0.0
H 1.463 -2.574 4.453 0.1 0.0 0.0
H 2.639 -1.469 5.166 0.1 -0.1 -0.1
H 2.208 -1.373 -1.729 0.0 -0.1 -0.2
H 0.516 -0.502 -3.288 0.0 0.0 -0.1
H -1.963 1.997 -2.314 0.4 -0.2 -0.1
H -2.042 1.743 -4.587 0.1 0.0 0.0
H -0.547 0.803 -4.588 0.0 0.1 -0.1
H -1.838 -1.141 -3.609 0.0 0.0 0.0
H -1.410 -0.977 -6.049 0.0 0.1 -0.1
H -2.885 -0.029 -6.249 0.0 0.1 -0.1
H -3.290 -2.400 -6.822 0.0 -0.1 0.0
H -2.732 -2.899 -5.223 0.0 -0.1 0.0
H -5.202 -2.825 -5.284 -0.1 0.0 -0.1
H -5.155 -1.138 -5.800 -0.1 0.0 -0.1
H -5.566 -1.278 -3.365 0.0 -0.1 0.1
H -4.093 -2.227 -3.156 0.0 0.0 0.1
H -3.690 0.146 -2.589 0.0 0.1 0.0
H -4.242 0.638 -4.193 0.0 0.1 0.0


no.,molar mass (g mol⁻¹)
1,753.7
2,77.1
3,851.8
4,408.5